Formula: C11H32N10O15Zn2
Source: the Open Molecules 2025 dataset
Level of theory: wB97M-V/def2-TZVPD

Each line ends with the Mulliken charge.
CARTESIAN COORDINATES (ANGSTROEM)
Zn 1.419 -1.345 3.801  0.267
Zn 3.630 -1.138 0.115  0.419
O 3.062 5.310 4.065  -0.670
O 0.647 -1.135 0.660  -0.370
O -3.430 -3.916 -5.598  -0.523
O -0.098 0.229 1.680  -0.385
O -3.692 3.321 5.169  -0.628
O 0.995 0.541 -0.211  -0.496
O 0.152 5.698 -6.188  -0.526
O 4.166 -2.844 3.363  -0.270
O 5.579 -2.351 2.010  -0.475
O 4.384 -1.025 3.073  -0.328
O -0.911 -4.138 4.314  -0.634
O -1.327 -2.678 -3.981  -0.491
O 0.822 3.144 -4.726  -0.496
O -5.737 -1.718 -1.542  -0.655
O 6.327 1.201 -0.794  -0.656
N 7.816 2.718 -1.296  -0.510
N -5.787 2.848 5.135  -0.389
N 8.293 1.383 0.209  -0.347
N -4.429 1.669 3.983  -0.364
N -0.628 -6.191 3.632  -0.405
N 2.501 4.497 2.101  -0.310
N -2.702 -5.469 4.086  -0.398
N -4.823 -3.417 -0.431  -0.383
N -6.817 -2.993 0.010  -0.384
N 1.216 4.070 3.792  -0.371
C 2.326 4.647 3.361  0.628
C 1.409 5.342 -5.678  -0.502
C 7.394 1.763 -0.601  0.602
C -4.573 2.646 4.801  0.653
C -2.046 -3.721 -6.058  -0.566
C 0.135 -0.035 0.490  0.859
C -1.433 -5.190 4.002  0.613
C 1.106 4.522 -4.420  -0.298
C 5.082 -2.055 3.159  0.795
C -1.035 -3.618 -4.907  -0.329
C -5.798 -2.614 -0.682  0.675
H -3.313 -4.718 4.372  0.238
H -5.239 1.281 3.520  0.159
H 1.037 4.284 4.763  0.201
H 0.812 2.763 -3.845  0.288
H 8.737 2.604 -1.695  0.230
H -0.228 4.940 -6.637  0.313
H -6.588 2.407 4.706  0.154
H 9.184 1.827 0.036  0.171
H -3.937 -3.052 -0.751  0.202
H 7.010 2.968 -1.852  0.266
H -7.642 -2.412 0.050  0.217
H 0.323 -5.914 3.435  0.215
H -3.009 -6.430 4.114  0.186
H 8.235 0.540 0.762  0.229
H -0.881 -4.570 -4.399  0.310
H -3.394 -3.350 -4.823  0.316
H 0.376 4.995 -3.763  0.315
H -2.223 -2.775 -6.569  0.285
H 2.104 4.550 -3.983  0.277
H 0.786 3.253 3.383  0.185
H -0.046 -3.407 -5.313  0.336
H -1.840 -4.344 -6.929  0.358
H -3.482 1.435 3.722  0.197
H -0.470 -2.612 -3.554  0.305
H -0.816 -7.181 3.700  0.176
H 1.914 6.242 -5.327  0.328
H -5.991 3.611 5.764  0.219
H 1.977 4.688 -6.339  0.302
H -4.880 -4.299 0.057  0.162
H 1.815 3.890 1.674  0.148
H 3.273 4.792 1.522  0.195
H -6.798 -3.959 0.302  0.167

The LUMO energy is -4.10 eV. The calculation puts the relative energy (zero: lowest compared OMol25 entry of this formula, charge and spin) at 2199.7 kJ/mol. The calculation puts the maximum force at 9.67 eV/Å.